{
  "formula": "C28H20Cl5PRuS",
  "method": "ωB97M-V/def2-TZVPD",
  "multiplicity": 6,
  "s2": 8.806,
  "orbital_gap_ha": [0.285, 0.214],
  "total_charge": 1,
  "symbols": ["Ru", "C", "C", "C", "C", "C", "C", "C", "P", "C", "C", "C", "C", "C", "C", "C", "C", "C", "C", "C", "C", "C", "C", "H", "H", "H", "H", "H", "H", "H", "H", "H", "H", "H", "H", "H", "H", "H", "H", "H", "H", "H", "H", "Cl", "C", "C", "C", "Cl", "C", "Cl", "C", "Cl", "C", "Cl", "S", "C"],
  "positions_angstrom": [[-0.8911, -0.0426, 1.5568], [-1.3025, -3.0314, -0.4020], [-0.9258, -2.4494, -1.7401], [-1.3182, -3.0896, -2.9095], [-0.9987, -2.5732, -4.1588], [-0.2789, -1.3941, -4.2663], [0.1249, -0.7379, -3.1133], [-0.1829, -1.2656, -1.8611], [0.4107, -0.4189, -0.3883], [0.7985, 1.2932, -0.8352], [-0.3287, 2.1274, -0.8158], [-0.2217, 3.4895, -1.0406], [1.0309, 4.0287, -1.2836], [2.1475, 3.2064, -1.3212], [2.0665, 1.8322, -1.1067], [3.3286, 1.0109, -1.2024], [1.8092, -1.3461, 0.2714], [2.5940, -2.2105, -0.4734], [3.5264, -3.0154, 0.1700], [3.6484, -2.9599, 1.5509], [2.8462, -2.1050, 2.2977], [1.9225, -1.2823, 1.6643], [1.0491, -0.3604, 2.4519], [-1.9435, -3.9024, -0.5236], [-1.8665, -2.3099, 0.1974], [-0.4251, -3.3373, 0.1727], [-1.8923, -4.0057, -2.8405], [-1.3220, -3.0931, -5.0515], [-0.0365, -0.9845, -5.2379], [0.6783, 0.1910, -3.1873], [-1.3163, 1.6973, -0.6631], [-1.1041, 4.1164, -1.0329], [1.1415, 5.0915, -1.4588], [3.1176, 3.6397, -1.5332], [4.1396, 1.6179, -1.5999], [3.2024, 0.1517, -1.8619], [3.6434, 0.6289, -0.2301], [2.4643, -2.2774, -1.5476], [4.1401, -3.6975, -0.4035], [4.3626, -3.5987, 2.0545], [2.9366, -2.0785, 3.3771], [1.2410, 0.7106, 2.2535], [1.0717, -0.5383, 3.5209], [-4.1453, 0.6237, -0.8219], [-3.7950, 1.1742, 0.7772], [-2.9373, 0.4423, 1.5582], [-2.5976, 0.9073, 2.8373], [-1.9211, -1.6428, 3.7591], [-2.9162, 2.2328, 3.2802], [-3.3064, 3.6876, 5.9367], [-3.7983, 2.9387, 2.4853], [-4.2844, 4.5201, 2.9135], [-4.2780, 2.3916, 1.2562], [-5.3696, 3.2906, 0.3092], [-2.0485, 2.6742, 4.7338], [-1.6901, 0.0322, 3.5263]]
}